(1)
{
  "formula": "C4H23N3O5",
  "method": "ωB97M-V with the def2-TZVPD basis set",
  "energy_ha": -706.0510,
  "homo_lumo_gap_ev": 8.9,
  "relative_energy_kj_mol": 198.5,
  "charge": 2,
  "symbols": ["C", "C", "C", "C", "N", "N", "N", "H", "H", "H", "H", "H", "H", "H", "H", "H", "H", "H", "H", "H", "H", "H", "O", "H", "H", "O", "H", "H", "O", "H", "H", "O", "H", "H", "O"],
  "coordinates": [[-0.530, -0.994, -0.830], [0.333, -0.019, -0.239], [1.391, -0.727, 0.523], [2.423, -1.607, -0.052], [3.654, -1.821, 0.484], [1.426, -0.241, 1.920], [-1.495, -0.055, -1.631], [0.069, -1.667, -1.484], [-1.184, -1.533, -0.125], [0.861, 0.666, -0.999], [-0.109, 0.746, 0.446], [2.239, -2.076, -1.072], [4.283, -2.470, 0.125], [3.793, -1.464, 1.389], [2.064, -0.762, 2.560], [0.400, -0.339, 2.292], [1.712, 0.815, 1.941], [-1.830, 0.802, -1.031], [-0.957, 0.327, -2.395], [-2.302, -0.544, -2.009], [-2.215, 2.006, -3.703], [-0.950, 2.676, -4.045], [-1.395, 1.938, -3.431], [-2.508, 1.778, 0.865], [-2.663, 2.666, -0.388], [-2.358, 1.797, -0.123], [1.418, -1.444, -3.947], [0.879, -2.911, -3.926], [0.873, -2.097, -3.513], [-0.917, -1.292, 4.342], [-0.817, 0.251, 4.342], [-0.323, -0.499, 4.207], [-2.457, 2.367, 3.283], [-1.229, 3.273, 3.283], [-1.579, 2.454, 2.942]]
}



(2)
{
  "formula": "C3H3Cl2NO2",
  "method": "ωB97M-V with the def2-TZVPD basis set",
  "energy_ha": -1241.4606,
  "homo_lumo_gap_ev": 8.9,
  "relative_energy_kj_mol": 673.5,
  "charge": 0,
  "smiles": "[O-]/[N+](O)=C/Cl.C#CCl",
  "symbols": ["O", "N", "O", "C", "Cl", "H", "H", "C", "C", "Cl", "H"],
  "coordinates": [[3.108, 0.131, -0.664], [1.889, 0.107, -0.454], [1.113, 0.344, -1.530], [1.469, -0.469, 0.641], [-0.069, -0.873, 0.895], [1.826, 0.673, -2.155], [2.370, -0.792, 1.135], [-2.919, -0.685, 0.676], [-2.659, 0.525, 0.448], [-2.063, 2.024, 0.333], [-4.065, -0.985, 0.675]]
}



(3)
{
  "formula": "C4H7NO2",
  "method": "ωB97M-V with the def2-TZVPD basis set",
  "energy_ha": -361.7627,
  "homo_lumo_gap_ev": 8.5,
  "relative_energy_kj_mol": 310.2,
  "charge": 0,
  "symbols": ["C", "C", "C", "O", "C", "O", "N", "H", "H", "H", "H", "H", "H", "H"],
  "coordinates": [[1.143, -1.320, -0.015], [0.344, -0.095, -0.508], [0.792, 1.201, 0.387], [0.140, 0.024, -1.770], [-0.944, 0.244, 0.295], [-0.505, 1.154, 1.125], [-2.211, 0.093, -0.013], [2.107, -1.261, -0.530], [1.320, -1.350, 1.068], [0.662, -2.252, -0.326], [0.803, 2.109, -0.218], [1.623, 1.125, 1.089], [-2.912, 0.758, 0.282], [-2.362, -0.430, -0.866]]
}



(4)
{
  "formula": "C5H8O3",
  "method": "ωB97M-V with the def2-TZVPD basis set",
  "energy_ha": -420.8273,
  "homo_lumo_gap_ev": 10.5,
  "relative_energy_kj_mol": 600.7,
  "charge": 0,
  "smiles": "C1O[C@H]2CC[C@H](O1)O2",
  "symbols": ["C", "O", "C", "C", "C", "C", "O", "O", "H", "H", "H", "H", "H", "H", "H", "H"],
  "coordinates": [[1.342, -0.239, 1.504], [0.720, -1.612, 1.025], [-0.041, -1.028, -0.034], [-0.935, -0.897, -1.178], [-0.646, 0.808, -1.111], [-0.364, 1.029, 0.396], [1.085, 0.949, 0.781], [-0.886, -0.119, 0.876], [2.514, -0.230, 1.453], [1.107, -0.182, 2.593], [0.706, -0.438, -0.470], [-1.969, -1.118, -1.204], [-0.539, -1.295, -2.122], [-1.570, 1.391, -1.506], [0.141, 0.993, -1.813], [-0.667, 1.988, 0.809]]
}



(5)
{
  "formula": "C22H26NO",
  "method": "ωB97M-V with the def2-TZVPD basis set",
  "energy_ha": -983.7000,
  "homo_lumo_gap_ev": 6.4,
  "relative_energy_kj_mol": 0.0,
  "charge": 1,
  "smiles": "CCc1cc2ccc(COc3cc(C)ccc3C(C)C)cc2c[nH+]1",
  "symbols": ["C", "C", "C", "C", "C", "C", "C", "C", "C", "O", "C", "C", "C", "C", "C", "C", "C", "C", "C", "C", "C", "C", "C", "N", "H", "H", "H", "H", "H", "H", "H", "H", "H", "H", "H", "H", "H", "H", "H", "H", "H", "H", "H", "H", "H", "H", "H", "H", "H", "H"],
  "coordinates": [[-2.301, -1.091, -6.414], [-2.127, -2.223, -5.410], [-1.235, -1.871, -4.252], [-1.306, -0.720, -3.519], [-0.408, -0.482, -2.455], [-0.445, 0.712, -1.705], [0.474, 0.894, -0.706], [1.442, -0.076, -0.381], [2.450, 0.192, 0.703], [2.016, 1.122, 1.666], [1.119, 0.665, 2.621], [1.151, -0.642, 3.085], [0.305, -1.102, 4.082], [0.379, -2.521, 4.584], [-0.604, -0.213, 4.644], [-0.622, 1.096, 4.192], [0.219, 1.570, 3.194], [0.098, 3.041, 2.833], [-0.986, 3.271, 1.754], [1.427, 3.751, 2.520], [1.487, -1.242, -1.091], [0.565, -1.464, -2.148], [0.590, -2.623, -2.917], [-0.275, -2.783, -3.909], [-1.416, -1.032, -7.040], [-3.143, -1.284, -7.066], [-2.453, -0.129, -5.938], [-3.077, -2.548, -4.990], [-1.702, -3.092, -5.912], [-2.044, 0.024, -3.767], [-1.168, 1.491, -1.885], [0.499, 1.803, -0.130], [2.803, -0.743, 1.127], [3.310, 0.648, 0.215], [1.874, -1.339, 2.688], [0.154, -3.245, 3.809], [1.377, -2.695, 4.982], [-0.297, -2.649, 5.420], [-1.253, -0.553, 5.434], [-1.313, 1.787, 4.652], [-0.300, 3.523, 3.721], [-0.729, 4.099, 1.099], [-1.208, 2.364, 1.202], [-1.918, 3.546, 2.243], [2.288, 3.168, 2.817], [1.466, 4.746, 2.949], [1.519, 3.885, 1.441], [2.212, -2.017, -0.881], [1.319, -3.386, -2.706], [-0.213, -3.632, -4.457]]
}



(6)
{
  "formula": "C19H25HoN3SSi",
  "method": "ωB97M-V with the def2-TZVPD basis set",
  "multiplicity": 5,
  "energy_ha": -2538.6219,
  "homo_lumo_gap_ev": [6.8, 6.4],
  "charge": 1,
  "symbols": ["C", "C", "C", "H", "C", "C", "H", "H", "H", "H", "Ho", "C", "H", "H", "H", "Si", "C", "C", "H", "C", "H", "C", "H", "C", "H", "C", "H", "C", "C", "H", "C", "H", "C", "H", "C", "H", "C", "H", "H", "H", "N", "N", "C", "N", "S", "H", "H", "H", "H", "H"],
  "coordinates": [[0.543, 1.300, 0.525], [1.032, 1.462, -0.821], [-0.073, 1.960, -1.596], [2.073, 1.350, -1.107], [-1.221, 2.071, -0.741], [-0.821, 1.682, 0.562], [-1.416, 1.782, 1.471], [1.184, 1.253, 1.406], [-0.076, 2.085, -2.688], [-2.236, 2.308, -1.041], [-0.573, -0.286, -1.059], [0.452, -2.489, -2.719], [0.427, 0.164, -3.296], [0.346, -3.391, -2.093], [1.155, -1.795, -2.234], [-0.158, -0.704, -4.328], [1.275, -1.085, -5.547], [2.190, -0.043, -5.782], [2.051, 0.937, -5.326], [3.336, -0.238, -6.555], [4.058, 0.561, -6.613], [3.571, -1.454, -7.186], [4.499, -1.618, -7.732], [2.639, -2.472, -7.030], [2.824, -3.442, -7.486], [1.485, -2.298, -6.257], [0.755, -3.103, -6.189], [-1.434, 0.218, -5.383], [-1.194, 0.479, -6.754], [-0.292, 0.116, -7.232], [-2.092, 1.212, -7.550], [-1.832, 1.440, -8.577], [-3.309, 1.671, -7.039], [-3.985, 2.315, -7.627], [-3.616, 1.313, -5.715], [-4.576, 1.611, -5.296], [-2.717, 0.594, -4.916], [-3.022, 0.321, -3.897], [0.998, -2.732, -3.691], [-0.571, -2.112, -2.595], [0.923, -1.490, 0.529], [0.383, -1.073, 1.758], [-0.851, -1.619, 2.004], [-1.037, -1.883, 3.320], [-2.011, -1.846, 0.761], [0.728, -2.511, 0.488], [1.942, -1.362, 0.497], [1.030, -1.003, 2.561], [-1.878, -2.355, 3.625], [-0.280, -1.705, 3.979]]
}



(7)
{
  "formula": "C5H4N2",
  "method": "ωB97M-V with the def2-TZVPD basis set",
  "energy_ha": -302.3190,
  "homo_lumo_gap_ev": 11.0,
  "relative_energy_kj_mol": 287.1,
  "charge": 0,
  "smiles": "C#C[C@H]1N[C@H]1C#N",
  "symbols": ["C", "C", "C", "N", "C", "C", "N", "H", "H", "H", "H"],
  "coordinates": [[2.167, 0.808, 0.573], [1.323, 0.071, 0.135], [0.307, -0.823, -0.374], [-0.774, -1.278, 0.495], [-1.095, -0.325, -0.562], [-1.404, 1.051, -0.226], [-1.674, 2.141, 0.050], [2.909, 1.472, 0.961], [0.655, -1.580, -1.072], [-0.724, -0.808, 1.397], [-1.690, -0.730, -1.377]]
}